No. 1
68
Properties=species:S:1:pos:R:3 method="wB97M-V/def2-TZVPD" molar_mass_g_mol=798.6 total_charge=+4 de_lowest_kj_mol=273.9 energy_ev=-52241.902 gap_ev="5.468 / 4.769" multiplicity=6
Ir -0.331 -0.152 -0.094
C -1.029 0.310 -3.456
C 0.150 -0.584 -3.261
C 0.602 -1.352 -4.319
C 1.731 -2.137 -4.184
C 2.433 -2.084 -2.990
C 1.907 -1.296 -1.996
N 0.766 -0.599 -2.050
Sb 0.406 -3.646 -0.147
C -1.579 -2.906 -0.341
C -2.539 -3.853 -0.671
C -3.886 -3.579 -0.491
C -4.229 -2.378 0.095
C -3.242 -1.446 0.396
C -3.633 -0.221 1.175
N -1.945 -1.676 0.103
C 0.860 -2.373 1.546
C 1.472 -3.033 2.600
C 1.652 -2.402 3.822
C 1.196 -1.107 3.963
C 0.610 -0.458 2.883
C 0.091 0.930 3.079
N 0.474 -1.074 1.694
H -0.926 0.849 -4.398
H -1.070 1.051 -2.663
H -1.959 -0.260 -3.509
H 0.069 -1.313 -5.259
H 2.089 -2.746 -5.003
H 3.364 -2.608 -2.835
H -2.235 -4.825 -1.041
H -4.644 -4.310 -0.741
H -5.258 -2.162 0.353
H -4.156 -0.537 2.079
H -4.335 0.412 0.628
H -2.771 0.362 1.499
H 1.781 -4.065 2.481
H 2.114 -2.919 4.653
H 1.284 -0.591 4.909
H -0.819 0.914 3.681
H -0.145 1.405 2.125
H 0.815 1.550 3.605
N -4.734 2.937 -1.726
C -3.613 2.951 -1.039
C -2.790 1.775 -0.938
N -1.645 1.815 -0.251
C -1.367 2.981 0.335
C -2.212 4.139 0.236
N -3.314 4.142 -0.443
H -5.081 2.121 -2.216
H -5.290 3.792 -1.765
H -3.081 0.837 -1.389
H -0.468 3.021 0.929
H -1.934 5.058 0.742
C 5.467 2.152 1.364
N 4.353 1.395 0.765
C 4.462 0.063 0.191
C 3.049 -0.116 -0.250
O 2.707 -1.239 -0.845
N 2.256 0.869 0.025
C 3.120 1.826 0.610
N 2.694 3.024 0.973
H 6.308 1.477 1.490
H 5.169 2.523 2.343
H 5.758 2.966 0.701
H 4.785 -0.694 0.911
H 5.140 0.039 -0.669
H 1.788 3.337 0.678
H 3.337 3.722 1.319

=====

No. 2
62
Properties=species:S:1:pos:R:3 method="wB97M-V/def2-TZVPD" molar_mass_g_mol=434.5 total_charge=0 de_lowest_kj_mol=65.2 energy_ev=-38620.461 gap_ev=8.412
C 1.522 3.566 3.430
C 0.600 3.034 2.376
C -0.726 2.809 2.564
C -1.406 3.079 3.869
C -1.514 2.290 1.472
C -2.887 2.016 1.545
C -3.567 1.500 0.472
C -2.905 1.236 -0.737
O -3.668 0.687 -1.716
C -3.042 0.291 -2.930
C -4.124 -0.284 -3.837
C -1.946 -0.764 -2.672
O -0.904 -0.750 -3.291
N -2.307 -1.663 -1.738
C -1.394 -2.554 -1.028
C -0.514 -1.745 -0.068
C 0.481 -2.674 0.639
N 1.310 -3.428 -0.276
C 2.320 -2.626 -0.962
C 3.204 -1.921 0.031
C 3.994 -2.659 0.903
C 4.795 -2.022 1.833
C 4.815 -0.639 1.903
C 4.031 0.105 1.039
C 3.229 -0.535 0.110
C 0.484 -4.207 -1.175
C -0.523 -3.371 -1.981
C -1.555 1.523 -0.845
C -0.870 2.037 0.253
O 0.449 2.269 0.085
C 1.232 2.765 1.087
O 2.401 2.949 0.841
H 2.519 3.658 3.007
H 1.567 2.892 4.285
H 1.198 4.546 3.777
H -0.709 3.459 4.607
H -2.200 3.812 3.731
H -1.854 2.163 4.254
H -3.421 2.206 2.462
H -4.622 1.283 0.534
H -2.572 1.156 -3.417
H -3.681 -0.586 -4.781
H -4.888 0.466 -4.022
H -4.588 -1.148 -3.368
H -3.181 -1.473 -1.267
H -2.022 -3.240 -0.445
H -1.135 -1.230 0.669
H 0.030 -0.990 -0.637
H 1.128 -2.091 1.298
H -0.070 -3.395 1.252
H 1.886 -1.886 -1.650
H 2.923 -3.322 -1.554
H 3.968 -3.738 0.850
H 5.408 -2.606 2.506
H 5.442 -0.142 2.630
H 4.029 1.184 1.085
H 2.620 0.057 -0.558
H 1.134 -4.757 -1.858
H -0.060 -4.936 -0.563
H -1.150 -4.028 -2.586
H 0.006 -2.697 -2.652
H -0.992 1.356 -1.748

=====

No. 3
64
Properties=species:S:1:pos:R:3 method="wB97M-V/def2-TZVPD" molar_mass_g_mol=466.5 total_charge=0 de_lowest_kj_mol=16.6 energy_ev=-42715.213 gap_ev=8.964
C 0.755 4.120 2.965
C -0.599 3.562 2.541
C -0.710 2.050 2.770
C -0.306 1.180 1.571
C 1.036 1.633 0.981
O 2.114 1.212 1.317
O 0.856 2.530 0.014
C 2.017 2.964 -0.698
C 2.361 1.990 -1.815
N -1.341 1.137 0.553
C -1.000 0.036 -0.344
C -2.198 -0.425 -1.126
C -3.422 -0.580 -0.504
C -4.538 -1.033 -1.189
C -4.421 -1.346 -2.536
O -5.432 -1.806 -3.325
C -6.702 -1.989 -2.747
C -3.193 -1.191 -3.180
C -2.083 -0.729 -2.492
O -0.864 -0.530 -3.060
C -0.659 -0.955 -4.386
C -0.468 -1.039 0.637
C 0.887 -1.614 0.267
O 1.199 -2.111 -0.783
N 1.706 -1.508 1.377
C 3.039 -1.993 1.415
C 3.885 -1.784 0.335
C 5.182 -2.262 0.381
C 5.639 -2.937 1.501
C 4.792 -3.138 2.577
C 3.490 -2.673 2.538
C 1.139 -0.791 2.427
O 1.610 -0.654 3.521
C -0.222 -0.316 1.956
H 1.570 3.611 2.456
H 0.818 5.182 2.736
H 0.899 3.989 4.035
H -1.376 4.062 3.124
H -0.783 3.792 1.491
H -1.745 1.789 2.998
H -0.085 1.765 3.619
H 1.757 3.947 -1.093
H 2.852 3.051 0.005
H 3.206 2.370 -2.383
H 2.627 1.022 -1.397
H 1.511 1.862 -2.482
H -1.442 2.014 0.057
H -0.203 0.296 -1.056
H -3.499 -0.329 0.542
H -5.474 -1.137 -0.665
H -6.673 -2.727 -1.939
H -7.110 -1.048 -2.365
H -7.340 -2.359 -3.548
H -3.153 -1.442 -4.227
H -0.878 -2.020 -4.500
H 0.397 -0.782 -4.588
H -1.266 -0.378 -5.092
H -1.181 -1.862 0.723
H 3.529 -1.258 -0.535
H 5.840 -2.102 -0.460
H 6.654 -3.305 1.534
H 5.144 -3.663 3.453
H 2.829 -2.826 3.376
H -0.970 -0.521 2.723